[1]
A structure of composition C16H26IrN4O6S2. Source: the OMol25 dataset; level of theory: wB97M-V/def2-TZVPD.

Charge: +1
Lowest unoccupied orbital energy (eV): -2.8
Spin multiplicity: 1
Relative energy (zero: lowest compared OMol25 entry of this formula, charge and spin) (kJ/mol): 161.6
Orbital gap (eV): 8.47

```
55
Properties=species:S:1:pos:R:3:mulliken_charge:R:1
Ir -0.5614 0.2524 -0.3870 2.601
C 1.2469 -2.0151 1.9952 -0.790
O 1.3659 -0.8687 1.1559 0.035
C 2.3855 0.0312 1.5128 -0.572
C 2.4456 0.8854 0.2726 -0.746
O 1.1191 1.4311 0.0001 -0.565
C 0.9208 2.6241 0.8191 -0.902
H 2.1373 -2.6403 1.8958 0.330
H 0.3714 -2.5675 1.6699 0.104
H 1.1283 -1.7071 3.0373 0.339
H 3.3460 -0.4660 1.6981 0.412
H 2.1232 0.6007 2.4123 0.356
H 2.6978 0.2441 -0.5685 0.285
H 3.1633 1.7020 0.3245 0.548
H 1.7994 3.2510 0.6937 0.430
H 0.7910 2.3510 1.8645 0.277
H 0.0482 3.1418 0.4523 0.207
C -1.8472 -3.3796 -2.1275 -1.191
S -1.4145 -2.3027 -0.8279 1.238
O -0.0170 -1.8654 -1.0634 -0.713
O -1.6332 -2.9920 0.4057 -0.608
O -2.1905 -0.9966 -0.9527 -0.708
H -1.4278 -4.3526 -1.8864 0.407
H -1.4278 -2.9942 -3.0546 0.350
H -2.9330 -3.4284 -2.1874 0.389
N -3.7269 4.0307 3.1652 -0.506
C -3.3696 3.7456 2.1057 0.521
N -2.9716 3.4398 0.8913 -0.667
C -2.2485 2.5793 0.3756 0.832
N -1.5471 1.9223 -0.3157 -0.763
C -0.0851 0.9857 -4.9822 -0.108
C 1.0441 0.7535 -4.2134 -0.925
C 0.8956 0.5303 -2.8628 0.167
N -0.3109 0.5409 -2.2744 0.152
C -1.4120 0.7569 -3.0137 0.218
C -1.3274 0.9771 -4.3737 -0.989
H 0.0042 1.1723 -6.0439 0.425
H 2.0315 0.7464 -4.6516 0.441
H 1.7393 0.3238 -2.2279 0.247
H -2.3515 0.7511 -2.4884 0.551
H -2.2307 1.1490 -4.9405 0.448
O -1.3734 -0.0860 1.6123 -1.020
S -2.6680 -0.8285 2.0923 0.303
C -2.1326 -1.7011 3.5722 -0.489
C -3.1905 -1.3900 4.6240 -0.728
C -3.4351 0.1145 4.5131 -0.696
C -3.6179 0.4018 3.0231 0.212
H -1.1583 -1.2788 3.8220 0.158
H -2.0336 -2.7542 3.3142 0.417
H -2.8572 -1.6782 5.6199 0.375
H -4.1080 -1.9435 4.4099 0.325
H -2.5719 0.6656 4.8883 0.278
H -4.3029 0.4300 5.0883 0.407
H -3.2444 1.3680 2.7175 -0.631
H -4.6529 0.2960 2.6974 0.528
```

---

[2]
A structure of composition C16H26LuN2O7PS2. Source: the OMol25 dataset; level of theory: wB97M-V/def2-TZVPD.

Lowest unoccupied orbital energy (eV): 0.1
Spin multiplicity: 1
Orbital gap (eV): 8.90

```
55
Properties=species:S:1:pos:R:3:mulliken_charge:R:1
Lu -0.0255 -0.6967 -0.8317 1.498
C -4.4294 -0.3603 -1.6601 -1.448
C -3.0968 -1.0069 -1.9889 1.558
C -3.3045 -2.4025 -2.5962 -1.695
O -2.2150 -1.1294 -0.8001 -0.278
C -2.1722 -0.0881 -2.8368 0.083
O -2.6596 0.5644 -3.7283 -0.626
O -0.8940 -0.2093 -2.6155 -0.588
H -5.1071 -0.9135 -0.9093 0.339
H -4.9723 -0.0801 -2.5549 0.386
H -4.0925 0.6738 -1.2906 0.292
H -4.0129 -2.8782 -1.9467 0.459
H -2.3285 -2.8580 -2.4822 0.342
H -3.7057 -2.2097 -3.5324 0.469
H -2.6465 -1.7621 -0.2205 0.236
O 0.9624 -2.5631 -1.5808 -0.543
N 1.0711 -3.5188 -0.7804 -0.408
N 0.5890 -3.3948 0.3839 1.030
O -0.0967 -2.3231 0.6663 -0.869
C 0.5999 -4.5036 1.2670 0.184
C -0.4481 -4.5981 2.1917 -0.274
C -0.4936 -5.6929 3.0462 -0.528
C 0.4557 -6.6310 3.0458 -0.451
C 1.5478 -6.4958 2.2027 -0.293
C 1.6538 -5.4287 1.3034 -0.327
H -1.0708 -3.6650 2.2275 0.303
H -1.2807 -5.6432 3.7750 0.347
H 0.4247 -7.4307 3.7281 0.432
H 2.3691 -7.2174 2.4212 0.290
H 2.5238 -5.3203 0.6408 0.412
C 3.2880 4.1449 -2.2558 -1.600
C 2.1518 3.2089 -1.9205 0.751
C 0.9693 3.2360 -2.8882 -1.046
O 1.7552 3.4300 -0.5572 -0.323
P 1.1309 2.2083 0.2884 0.940
S -0.8226 1.8661 -0.0041 -0.535
S 2.1662 0.5245 -0.0245 -0.642
O 1.3150 2.7301 1.7634 -0.321
C 1.1245 4.0877 2.2432 0.816
C 2.1054 4.2419 3.4519 -1.444
C -0.3089 4.3051 2.6684 -1.502
H 3.6954 3.9484 -3.2156 0.449
H 4.1608 3.9350 -1.6539 0.394
H 2.9423 5.2422 -2.1537 0.276
H 2.5361 2.2160 -1.9094 0.170
H 0.5196 4.1910 -3.0274 0.313
H 0.2460 2.5068 -2.6845 0.131
H 1.3308 2.8976 -3.8703 0.388
H 1.3278 4.8193 1.4556 0.190
H 2.2355 3.2791 3.8746 0.380
H 1.7790 4.9006 4.2327 0.383
H 3.1257 4.5463 3.1901 0.332
H -0.5872 3.7575 3.5442 0.314
H -0.9889 4.2357 1.8519 0.405
H -0.3425 5.3241 3.0565 0.448
```

---

[3]
The molecule C16H26N2OS. Source: the OMol25 dataset; level of theory: wB97M-V/def2-TZVPD.

Lowest unoccupied orbital energy (eV): 0.6
Spin multiplicity: 1
Relative energy (zero: lowest compared OMol25 entry of this formula, charge and spin) (kJ/mol): 22.9
Orbital gap (eV): 8.71

```
46
Properties=species:S:1:pos:R:3:mulliken_charge:R:1
C 2.5405 1.9777 6.6008 -1.450
C 1.5917 1.3215 5.6063 -0.167
C 1.7813 -0.1924 5.5639 -0.534
C 0.8698 -0.8784 4.5566 -0.761
H 1.0735 -1.9488 4.5278 0.392
H 0.9984 -0.4642 3.5582 0.297
S -0.9024 -0.7131 4.9883 -0.129
C -1.4549 0.5222 3.7631 -0.771
C -1.7004 -0.1015 2.3994 -0.193
H -0.7846 -0.5706 2.0320 0.223
H -2.4630 -0.8789 2.4935 0.250
C -2.1494 0.9511 1.3806 -0.909
N -2.3808 0.3855 0.0720 -0.237
C -1.3602 0.3281 -0.8460 0.601
O -0.3052 0.8989 -0.6787 -0.671
N -1.6995 -0.4016 -1.9605 -0.102
C -0.9609 -0.6035 -3.1305 0.845
C -1.5554 -1.3370 -4.1550 -0.716
C -0.8746 -1.5753 -5.3321 -0.670
C 0.4144 -1.0938 -5.5203 0.545
C 0.9983 -0.3635 -4.4936 -0.678
C 0.3298 -0.1173 -3.3095 -0.478
H 0.7965 0.4504 -2.5227 0.501
H 2.0005 0.0205 -4.6195 0.348
C 1.1350 -1.3124 -6.8200 -0.978
C 0.8474 -0.1663 -7.7920 -1.044
H -0.2197 -0.1002 -7.9931 0.320
H 1.1733 0.7800 -7.3663 0.322
H 1.3696 -0.3231 -8.7332 0.346
H 2.2106 -1.3702 -6.6413 0.347
H 0.8125 -2.2542 -7.2690 0.351
H -1.3523 -2.1466 -6.1154 0.360
H -2.5585 -1.7220 -4.0260 0.300
H -2.6290 -0.7964 -1.9861 0.176
H -3.1443 -0.2684 -0.0007 0.226
H -1.3677 1.7041 1.2584 0.369
H -3.0679 1.4391 1.7190 0.311
H -2.3772 0.9358 4.1705 0.437
H -0.7037 1.3088 3.7122 0.326
H 2.8171 -0.4223 5.2984 0.364
H 1.5886 -0.6073 6.5556 0.309
H 0.5616 1.5436 5.8933 0.269
H 1.7667 1.7374 4.6103 0.285
H 2.3721 1.5867 7.6017 0.340
H 3.5756 1.7840 6.3270 0.342
H 2.3867 3.0540 6.6221 0.384
```